Here is a molecular structure, C52H51BCsFN14O5 from OMol25. Energies are from ωB97M-V/def2-TZVPD.

XYZ file:
```
125
Properties=species:S:1:pos:R:3:forces:R:3
Cs -1.638 2.164 -0.336 0.9 0.9 1.1
C 1.638 5.170 -2.445 0.0 0.1 0.0
C 2.589 5.491 -1.459 0.0 -0.1 0.0
N 2.014 5.976 -0.367 -0.1 0.1 0.0
N 0.689 5.992 -0.629 -0.1 -0.3 0.1
C 0.436 5.515 -1.867 0.1 0.0 0.0
B -0.349 6.478 0.407 0.0 0.1 0.0
N -0.224 5.761 1.775 0.0 -0.1 -0.1
C 0.714 4.907 2.242 -0.1 0.1 0.0
C 0.270 4.403 3.443 0.0 0.0 0.1
C -0.977 5.027 3.634 0.1 0.0 0.0
N -1.270 5.839 2.632 0.1 -0.1 0.0
N -1.764 6.198 -0.136 -0.1 0.0 -0.1
C -2.741 7.086 -0.404 0.0 0.0 0.0
C -3.865 6.382 -0.771 -0.1 -0.1 0.0
C -3.470 5.033 -0.687 0.0 0.2 0.0
N -2.205 4.929 -0.305 -0.1 1.0 0.0
N -0.199 8.004 0.597 0.1 0.0 0.1
C -0.319 8.711 1.741 0.0 0.0 -0.1
C -0.172 10.044 1.427 0.0 0.1 -0.1
C 0.034 10.043 0.033 0.0 0.0 0.1
N 0.015 8.814 -0.461 0.0 0.0 0.1
H 1.788 4.757 -3.429 0.0 0.0 0.0
H 3.665 5.388 -1.494 0.0 0.0 0.0
H -0.563 5.471 -2.268 0.0 0.0 0.1
H 1.629 4.751 1.706 0.1 0.0 -0.2
H 0.771 3.695 4.086 0.0 0.0 0.0
H -1.671 4.915 4.454 0.0 0.0 -0.1
H -2.568 8.148 -0.325 0.0 -0.1 0.0
H -4.828 6.779 -1.047 0.0 0.0 0.0
H -4.059 4.149 -0.889 0.1 0.0 0.0
H -0.518 8.217 2.679 0.0 0.0 -0.1
H -0.202 10.888 2.096 0.0 0.0 0.0
H 0.197 10.884 -0.626 0.0 0.0 0.0
C 2.786 1.723 0.442 0.0 0.1 -0.1
C 3.255 0.326 0.641 -0.1 -0.1 0.0
C 4.221 -0.235 -0.172 0.1 -0.1 0.0
C 4.700 -1.518 0.069 0.0 0.0 0.0
C 4.200 -2.276 1.130 -0.1 0.0 -0.1
C 3.208 -1.786 1.951 0.1 0.1 0.1
C 2.636 -2.621 3.055 -0.1 0.1 0.0
C 2.731 -0.445 1.731 -0.3 -0.5 0.1
N 1.747 0.089 2.442 0.3 0.6 -0.1
C 1.466 0.141 3.763 -0.3 -0.4 0.1
O 2.338 0.100 4.624 0.1 0.1 0.0
C 0.018 0.350 4.132 -0.3 -0.1 -0.3
C -0.316 0.358 5.475 0.2 0.0 0.1
C -1.647 0.519 5.820 -0.1 0.0 0.1
C -2.586 0.659 4.818 0.1 0.0 0.0
C -2.167 0.644 3.486 0.3 0.1 -0.2
N -0.882 0.488 3.150 0.0 0.1 0.1
C -3.218 0.867 2.388 0.0 -0.5 0.4
O -3.144 1.936 1.756 -0.7 -0.4 1.1
N -4.172 -0.037 2.307 -0.3 0.4 -0.5
C -4.110 -1.381 2.505 0.2 -0.1 0.1
C -3.186 -2.206 1.807 0.0 0.0 0.1
C -2.194 -1.582 0.864 0.0 -0.1 0.0
C -3.229 -3.585 1.975 0.0 0.0 0.0
C -4.164 -4.193 2.804 0.0 0.0 0.0
C -5.092 -3.391 3.458 0.0 0.0 0.0
C -5.088 -2.011 3.314 0.0 0.0 0.1
C -6.131 -1.158 3.979 0.0 0.0 0.0
H 2.907 2.043 -0.590 0.0 0.0 -0.1
H 1.751 1.819 0.737 -0.2 0.1 0.0
H 3.369 2.394 1.076 0.0 0.1 0.0
H 4.613 0.343 -1.000 0.0 0.0 0.0
H 5.469 -1.934 -0.572 0.0 0.0 0.0
H 4.583 -3.275 1.309 0.0 0.0 0.0
H 3.032 -3.636 3.015 0.0 0.0 0.0
H 2.871 -2.177 4.022 0.0 0.0 0.0
H 1.546 -2.665 2.986 0.0 0.0 0.0
H 0.468 0.241 6.212 0.0 0.0 0.0
H -1.950 0.528 6.860 0.0 0.0 0.0
H -3.636 0.792 5.044 0.0 0.0 0.0
H -2.618 -0.692 0.392 0.0 -0.1 0.0
H -1.288 -1.261 1.388 0.0 0.1 -0.1
H -1.912 -2.295 0.083 0.0 0.0 0.0
H -2.513 -4.198 1.430 0.0 0.0 0.0
H -4.177 -5.271 2.926 0.0 0.0 0.0
H -5.843 -3.851 4.095 0.0 0.0 0.0
H -6.863 -0.806 3.245 0.0 0.0 0.0
H -6.657 -1.719 4.755 0.0 0.0 0.0
H -5.688 -0.265 4.422 0.0 0.0 0.0
F 1.520 -4.471 0.249 0.1 0.1 0.0
C 1.247 -3.881 -0.946 0.1 -0.1 0.0
C 0.815 -2.585 -0.968 0.0 0.1 0.1
C 0.488 -1.972 -2.169 -0.1 -0.1 0.0
C -0.036 -0.584 -2.134 0.0 -0.1 -0.2
O -0.002 0.053 -1.095 0.5 -0.4 -0.1
C -0.563 -0.107 -3.399 -0.2 0.2 0.1
C -0.387 -0.839 -4.509 0.1 -0.1 0.0
N 0.217 -2.089 -4.550 0.1 0.2 0.0
C 0.424 -2.739 -5.812 -0.1 -0.1 0.1
C 0.964 -1.932 -6.948 0.0 0.1 0.0
C 1.833 -2.962 -6.288 0.1 -0.1 0.0
C 0.594 -2.690 -3.369 0.0 0.0 -0.1
C 1.048 -4.014 -3.324 0.0 0.0 0.0
C 1.390 -4.615 -2.122 -0.1 0.0 -0.1
N 1.831 -5.976 -2.158 0.1 0.0 0.0
C 1.876 -6.787 -0.947 -0.1 0.0 -0.2
C 2.045 -8.258 -1.399 0.0 0.1 0.1
N 1.598 -8.320 -2.830 0.1 0.1 0.1
C 2.613 -7.649 -3.709 0.1 0.2 0.0
C 2.951 -6.308 -3.024 0.0 -0.1 0.2
C -1.427 1.177 -3.498 0.0 -0.3 -0.4
O -1.209 1.895 -4.486 -0.1 -0.1 0.2
O -2.273 1.259 -2.581 -0.2 -0.5 -1.7
H 0.717 -2.013 -0.050 0.0 0.0 0.0
H -0.727 -0.456 -5.462 0.0 0.0 0.0
H -0.305 -3.507 -6.053 0.0 0.0 0.0
H 1.187 -0.892 -6.754 0.0 0.0 0.0
H 0.576 -2.134 -7.936 0.0 0.0 0.0
H 2.632 -2.605 -5.651 -0.1 0.0 0.0
H 2.054 -3.877 -6.825 0.0 0.0 0.0
H 1.094 -4.592 -4.238 0.0 0.0 0.0
H 0.943 -6.664 -0.404 0.0 0.0 0.0
H 2.695 -6.522 -0.275 0.0 0.0 0.0
H 1.443 -8.937 -0.802 -0.1 0.0 0.0
H 3.081 -8.585 -1.367 0.0 0.0 -0.1
H 0.771 -7.714 -2.880 -0.1 -0.1 -0.1
H 1.374 -9.260 -3.141 0.0 -0.1 0.0
H 2.155 -7.504 -4.685 0.0 0.0 0.0
H 3.479 -8.300 -3.807 0.0 -0.1 0.0
H 3.104 -5.534 -3.768 0.0 0.0 0.0
H 3.880 -6.401 -2.447 0.0 0.0 0.0
```
Positions in Å, forces in eV/Å.

Calculated values
* <S²>: 0.792
* total charge: -1
* energy relative to the best compared isomer or geometry (same formula, charge and spin): 28.6 kcal per mole
* Kohn-Sham gap (alpha / beta): 3.26 / 3.25 eV
* F_max: 1.8 eV Å⁻¹
* spin multiplicity: 2

=====

Here is a molecular structure, C52H51N10O3P2Sc from OMol25. Energies are from ωB97M-V/def2-TZVPD.

XYZ file:
```
119
Properties=species:S:1:pos:R:3:forces:R:3
Sc -0.076 -1.227 -0.164 -0.3 -0.1 0.1
C -4.512 -4.346 2.036 0.0 0.0 0.0
N -3.137 -4.023 1.674 0.0 0.1 0.0
C -2.040 -4.798 1.927 0.0 0.0 0.0
C -0.962 -4.125 1.422 0.0 -0.1 0.1
N -1.387 -2.958 0.866 0.0 0.1 -0.1
C -2.699 -2.916 1.029 0.0 -0.1 0.1
P -3.702 -1.527 0.436 -0.1 0.1 0.0
C -2.714 -0.248 1.290 0.1 -0.1 0.0
N -1.381 -0.164 1.306 -0.2 0.2 0.0
C -1.049 0.674 2.336 -0.1 0.0 0.0
C -2.189 1.105 2.945 0.0 0.0 0.0
N -3.230 0.524 2.276 0.0 0.0 0.0
C -4.636 0.733 2.613 0.0 0.0 0.0
C -3.037 -1.586 -1.266 0.0 -0.2 0.0
N -1.769 -1.808 -1.629 -0.1 0.1 0.0
C -1.804 -2.272 -2.909 0.0 0.0 -0.1
C -3.099 -2.322 -3.338 0.0 0.0 0.0
N -3.865 -1.891 -2.298 0.0 0.0 0.0
C -5.318 -1.742 -2.348 0.0 0.0 0.0
H -4.513 -5.293 2.566 0.0 0.0 0.0
H -4.922 -3.578 2.690 0.0 0.0 0.0
H -5.128 -4.440 1.144 0.0 0.0 0.0
H -2.123 -5.743 2.434 0.0 0.0 0.0
H 0.078 -4.401 1.424 0.0 0.0 0.0
H -0.029 0.901 2.593 0.0 0.0 0.0
H -2.339 1.752 3.791 0.0 0.0 0.0
H -4.833 0.353 3.613 0.0 0.0 0.0
H -4.860 1.796 2.571 0.0 0.0 0.0
H -5.260 0.207 1.898 0.0 0.0 0.0
H -0.911 -2.517 -3.456 0.0 0.0 0.0
H -3.532 -2.608 -4.281 0.0 0.0 0.0
H -5.671 -2.185 -3.274 0.0 0.0 0.0
H -5.784 -2.254 -1.510 0.0 0.0 0.0
H -5.586 -0.688 -2.332 0.0 0.0 0.0
C -2.751 4.678 -1.454 -0.1 0.0 0.0
C -1.753 3.613 -1.007 0.1 0.0 -0.1
C -1.334 3.864 0.439 0.0 0.0 0.0
C -2.246 2.150 -1.174 -0.1 -0.1 0.1
C -3.444 1.912 -2.100 0.0 0.0 -0.1
O -2.865 1.303 -3.266 0.0 0.0 0.0
C -1.587 0.985 -2.950 0.0 0.0 0.0
N -1.189 1.306 -1.778 0.2 0.0 -0.2
C -0.849 0.355 -4.081 0.0 0.0 0.0
C -1.476 0.399 -5.326 0.0 0.0 -0.1
C -0.874 -0.130 -6.457 0.0 0.0 0.0
C 0.384 -0.699 -6.365 0.0 0.0 0.1
C 1.025 -0.740 -5.135 0.0 0.0 -0.1
C 0.424 -0.239 -3.985 0.0 0.1 0.0
P 1.339 -0.305 -2.413 -0.2 0.0 0.4
C 2.394 1.175 -2.554 0.3 0.0 -0.2
C 3.667 1.066 -3.118 0.0 0.0 0.0
C 4.450 2.193 -3.312 0.0 0.0 0.0
C 3.968 3.446 -2.964 0.0 0.0 0.0
C 2.691 3.569 -2.435 0.0 0.0 0.0
C 1.910 2.442 -2.234 -0.1 -0.1 0.0
C 2.483 -1.716 -2.462 0.0 -0.1 -0.1
C 3.637 -1.655 -1.679 0.0 -0.1 0.1
C 4.415 -2.785 -1.482 0.0 0.0 0.0
C 4.047 -3.995 -2.051 0.0 0.0 0.0
C 2.894 -4.071 -2.819 0.0 0.0 0.0
C 2.114 -2.942 -3.020 0.0 0.0 0.0
H -2.345 5.667 -1.242 0.0 0.0 0.0
H -3.701 4.600 -0.918 0.0 0.0 0.0
H -2.958 4.638 -2.523 0.0 0.0 0.0
H -0.869 3.720 -1.642 0.0 0.0 0.0
H -2.208 3.856 1.097 0.0 0.0 0.0
H -0.848 4.833 0.548 0.0 0.0 0.0
H -0.649 3.095 0.801 0.0 0.0 0.0
H -2.469 1.756 -0.180 0.0 0.1 0.0
H -3.964 2.808 -2.422 0.0 0.0 0.1
H -4.173 1.216 -1.676 0.0 0.0 0.0
H -2.446 0.861 -5.417 0.0 0.0 0.0
H -1.385 -0.080 -7.409 0.0 0.0 0.0
H 0.876 -1.099 -7.242 0.0 0.0 0.0
H 2.019 -1.164 -5.077 0.0 0.0 0.0
H 4.058 0.099 -3.406 0.0 0.1 0.0
H 5.437 2.093 -3.744 0.0 0.0 0.0
H 4.581 4.324 -3.119 0.0 0.0 0.0
H 2.298 4.547 -2.187 0.0 0.0 0.0
H 0.901 2.543 -1.863 0.0 0.0 0.0
H 3.938 -0.721 -1.219 0.0 0.0 0.0
H 5.313 -2.716 -0.881 0.0 0.0 0.0
H 4.660 -4.874 -1.904 0.0 0.0 0.0
H 2.601 -5.009 -3.271 0.0 0.0 0.0
H 1.223 -3.027 -3.629 0.0 0.0 0.0
C -0.607 3.148 5.816 0.0 0.0 0.0
O -0.351 1.807 5.412 0.1 0.0 0.0
C 0.956 1.419 5.345 0.0 0.0 0.0
C 2.036 2.285 5.466 0.0 0.0 0.0
C 3.325 1.781 5.336 0.0 0.0 0.0
C 3.541 0.445 5.041 0.0 0.0 0.0
C 2.460 -0.434 5.002 -0.2 0.0 0.0
C 1.177 0.054 5.155 0.0 0.0 0.0
N 4.916 0.086 4.823 0.1 0.1 0.0
N 5.279 -0.607 3.864 -0.1 -0.2 -0.1
C 4.303 -1.085 2.912 0.2 0.2 0.2
C 4.139 -2.431 2.754 0.0 -0.1 -0.1
C 3.103 -2.957 1.950 0.0 0.1 0.1
C 2.236 -2.101 1.324 0.0 0.0 -0.1
O 1.180 -2.472 0.598 0.4 -0.2 -0.2
C 2.456 -0.702 1.416 0.1 0.0 0.1
N 1.556 0.078 0.751 0.0 0.1 0.0
C 1.736 1.384 0.764 0.1 0.0 0.0
C 2.820 1.999 1.406 -0.1 0.0 0.0
C 3.707 1.227 2.107 0.0 -0.1 0.0
C 3.522 -0.171 2.157 -0.1 -0.1 -0.1
H -1.687 3.240 5.898 0.0 0.0 0.0
H -0.235 3.863 5.078 0.0 0.0 0.0
H -0.157 3.357 6.787 0.0 0.0 0.0
H 1.898 3.336 5.671 0.0 0.0 0.0
H 4.179 2.438 5.443 0.0 0.0 0.0
H 2.608 -1.494 4.847 0.0 0.0 0.0
H 0.327 -0.616 5.143 0.0 0.0 0.0
H 4.785 -3.103 3.304 0.0 0.0 0.0
H 2.971 -4.026 1.854 0.0 0.0 0.0
H 0.994 1.977 0.248 0.0 0.0 0.0
H 2.933 3.071 1.341 0.0 0.0 0.0
H 4.550 1.675 2.617 0.0 0.0 0.0
```
Positions in Å, forces in eV/Å.

Calculated values
* total charge: +2
* energy relative to the best compared isomer or geometry (same formula, charge and spin): 25.6 kcal per mole
* Kohn-Sham gap: 7.02 eV
* F_max: 0.5 eV Å⁻¹

=====

What is the total charge in the second record? +2

=====

Among the records above, which one has the highest total charge? C52H51N10O3P2Sc

=====

Among the records above, which one has the lowest total charge? C52H51BCsFN14O5

=====

What is the energy relative to the best compared isomer or geometry (same formula, charge and spin) in the first record? 28.6 kcal per mole